This record from the Open Molecules 2025 dataset describes a cluster of 4 separate species, C23H58BNO15P3 in total. The level of theory is ωB97M-V with the def2-TZVPD basis set.

Values from the calculation:
LUMO in Eh: -0.11387
E_HOMO in eV: -11.290
Charge: +1
Frontier orbital gap in eV: 8.19

Each line ends with the Mulliken charge.
CARTESIAN COORDINATES (ANGSTROEM)
1 C -6.0760 4.7077 7.4640  -0.904
2 B -4.9298 4.4013 6.4475  0.100
3 O -5.0762 4.9168 5.1802  -0.437
4 C -3.5857 3.5692 6.8106  0.119
5 C -2.4714 4.0227 5.8403  -0.991
6 N -1.1606 3.5832 6.4109  0.428
7 O -0.8269 4.1518 7.6403  -0.422
8 C -1.2208 2.0917 6.5211  -0.531
9 C -2.5212 1.5540 7.1388  -0.471
10 O -3.7061 2.1639 6.6370  -0.409
11 H -5.8826 4.3435 8.4702  0.314
12 H -6.2011 5.7976 7.4577  0.341
13 H -7.0042 4.3158 7.0415  0.309
14 H -4.8530 4.2367 4.5315  0.325
15 H -3.3194 3.7791 7.8568  0.377
16 H -2.5192 5.0794 5.5837  0.333
17 H -2.6085 3.4108 4.9478  0.319
18 H -0.4285 3.8717 5.7557  0.383
19 H -1.4249 4.8879 7.8390  0.375
20 H -1.1081 1.7033 5.5081  0.287
21 H -0.3763 1.7881 7.1383  0.397
22 H -2.5023 1.7238 8.2214  0.331
23 H -2.5338 0.4815 6.9533  0.410
24 O -0.3722 2.3164 2.0321  -0.857
25 P -0.7204 1.1013 1.2254  1.270
26 O 0.4357 1.1692 0.0631  -0.051
27 C 1.8126 1.2282 0.4388  -0.609
28 C 2.3190 -0.1193 0.9173  -0.792
29 O -2.0257 1.7103 0.4239  -0.412
30 C -2.8748 2.6944 1.0094  0.222
31 C -2.5906 4.0597 0.4176  -1.128
32 O -1.1569 -0.3951 0.7919  -0.509
33 C -1.4298 -0.6412 -0.6227  -0.047
34 C -0.3310 -1.4618 -1.2597  -0.849
35 H 1.9698 1.9918 1.2036  0.297
36 H 2.3686 1.5421 -0.4445  0.306
37 H 1.7168 -0.4945 1.7513  0.248
38 H 3.3572 -0.0466 1.2426  0.525
39 H 2.2601 -0.8600 0.1207  0.086
40 H -2.7672 2.7080 2.0969  -0.212
41 H -3.9038 2.4036 0.7893  0.386
42 H -1.5371 4.3216 0.5181  0.295
43 H -3.1933 4.8304 0.9023  0.400
44 H -2.8188 4.0620 -0.6485  0.233
45 H -1.5746 0.2789 -1.1761  0.163
46 H -2.3693 -1.1922 -0.6548  0.461
47 H 0.5514 -0.8517 -1.4459  0.099
48 H -0.6530 -1.8688 -2.2187  0.454
49 H -0.0269 -2.2817 -0.6069  0.072
50 O 4.0285 -4.4338 -1.7222  -0.804
51 P 3.9604 -5.6371 -0.8601  1.178
52 O 3.9468 -5.0476 0.6667  -0.362
53 C 2.9990 -4.0396 1.0005  -0.357
54 C 1.5983 -4.6052 1.1623  -1.030
55 O 5.4993 -6.1810 -0.9761  -0.374
56 C 6.3051 -5.8947 -2.1239  -0.326
57 C 7.3107 -4.8093 -1.8037  -1.083
58 O 3.3982 -7.1035 -0.5238  -0.376
59 C 3.9809 -7.9030 0.5232  -0.073
60 C 3.0505 -7.9976 1.7129  -1.088
61 H 3.0049 -3.2474 0.2480  0.350
62 H 3.3253 -3.5936 1.9414  0.293
63 H 1.2787 -5.1328 0.2599  0.276
64 H 0.8841 -3.8056 1.3687  0.336
65 H 1.5597 -5.3208 1.9832  0.286
66 H 5.6876 -5.6169 -2.9767  0.331
67 H 6.8269 -6.8162 -2.3877  0.337
68 H 6.8171 -3.9158 -1.4214  0.273
69 H 7.8890 -4.5409 -2.6888  0.371
70 H 7.9993 -5.1492 -1.0286  0.296
71 H 4.9544 -7.5334 0.8307  0.252
72 H 4.1283 -8.8948 0.0955  0.416
73 H 3.0686 -7.0742 2.2913  0.148
74 H 3.3585 -8.8082 2.3740  0.417
75 H 2.0207 -8.1627 1.3948  0.289
76 O -1.8282 0.0221 -5.1284  -0.798
77 P -0.7667 0.8448 -5.7744  1.314
78 O -1.4444 2.3499 -5.6048  -0.363
79 C -1.8544 2.7589 -4.3093  -0.450
80 C -0.6780 3.1580 -3.4353  -0.664
81 O -1.0748 0.5386 -7.3496  -0.430
82 C -1.6022 -0.7241 -7.7730  -0.331
83 C -3.0764 -0.5968 -8.0928  -1.095
84 O 0.6929 1.4546 -6.1048  -0.429
85 C 0.8670 2.4834 -7.0998  -0.091
86 C 1.1934 3.8134 -6.4574  -1.095
87 H -2.4339 1.9633 -3.8345  0.363
88 H -2.5231 3.6123 -4.4339  0.291
89 H 0.0495 2.3447 -3.3608  0.204
90 H -1.0342 3.4037 -2.4330  0.130
91 H -0.1563 4.0242 -3.8403  0.282
92 H -1.4295 -1.4933 -7.0211  0.318
93 H -1.0532 -1.0176 -8.6691  0.348
94 H -3.6292 -0.1889 -7.2468  0.273
95 H -3.5021 -1.5655 -8.3578  0.378
96 H -3.2234 0.0879 -8.9293  0.305
97 H 0.0024 2.5780 -7.7495  0.245
98 H 1.7065 2.1618 -7.7170  0.426
99 H 0.2999 4.2642 -6.0285  0.149
100 H 1.5905 4.5070 -7.1995  0.434
101 H 1.9177 3.6937 -5.6509  0.280

***

This record from the Open Molecules 2025 dataset describes a cluster of 10 separate species, C23H58F2N8O17S2 in total. The level of theory is ωB97M-V with the def2-TZVPD basis set.

Values from the calculation:
LUMO (spin up / spin down) in Eh: -0.28527 / -0.28522
E_HOMO (spin up / spin down) in eV: -10.141 / -11.933
Energy relative to the best compared isomer or geometry (same formula, charge and spin) in kJ/mol: 0.0
Charge: +3
Multiplicity: 2
Frontier orbital gap (spin up / spin down) in eV: 2.38 / 4.17

Each line ends with the Mulliken spin population.
CARTESIAN COORDINATES (ANGSTROEM)
1 N -9.6521 13.8378 -14.7029  0.033
2 S -9.8147 14.9930 -13.6794  0.191
3 O -8.6712 15.3643 -12.7867  -0.101
4 O -11.1251 15.3829 -13.2011  -0.008
5 F -9.6714 16.1026 -14.8840  -0.004
6 S -10.0288 12.6354 -13.6419  0.220
7 O -11.4262 12.2050 -13.7312  -0.005
8 O -9.2757 12.6116 -12.3843  -0.189
9 F -9.3416 11.4502 -14.4791  -0.008
10 C -6.6071 19.2268 -13.7280  0.000
11 C -6.5737 17.8602 -13.1337  0.001
12 O -6.4016 16.8045 -13.7437  -0.001
13 N -6.9017 17.6932 -11.6191  -0.005
14 H -7.1196 18.5394 -11.1125  0.000
15 H -7.8490 17.3430 -11.6320  0.001
16 C -6.0413 16.6424 -10.8091  -0.009
17 H -7.6090 19.6148 -13.5443  0.000
18 H -6.5178 19.2535 -14.8141  0.000
19 H -5.9036 19.9940 -13.4047  0.000
20 H -6.3552 16.9621 -9.8154  0.003
21 H -4.9756 16.8678 -10.8487  0.000
22 H -6.3354 15.6190 -11.0420  0.026
23 C -9.1802 18.5484 -16.2949  0.000
24 C -8.1674 18.6749 -17.3781  0.000
25 O -6.9615 18.5854 -17.1330  0.000
26 N -8.5511 18.7058 -18.8895  0.000
27 H -8.9278 17.7880 -19.0786  0.000
28 H -9.4220 19.2142 -18.9447  0.000
29 C -7.5435 19.3248 -19.9427  0.000
30 H -10.1258 18.1730 -16.6860  0.001
31 H -9.5500 19.4668 -15.8388  0.000
32 H -8.7243 17.8498 -15.5933  0.000
33 H -7.5390 20.4059 -19.8041  0.000
34 H -7.9598 19.0194 -20.9027  0.000
35 H -6.5073 18.9875 -19.9174  0.000
36 C -11.7379 11.7467 -7.5074  0.019
37 C -11.4715 12.8126 -8.5644  -0.002
38 O -12.1127 12.7971 -9.6377  -0.008
39 N -10.0692 13.4059 -8.4650  0.024
40 H -9.9273 13.8431 -7.5656  0.000
41 H -9.3627 12.6847 -8.4364  -0.032
42 C -9.8075 14.4278 -9.5924  0.024
43 H -12.7209 11.2901 -7.6230  0.002
44 H -11.6434 12.2371 -6.5386  -0.003
45 H -10.9932 10.9542 -7.5812  -0.007
46 H -10.1048 13.9946 -10.5474  -0.001
47 H -8.8531 14.9407 -9.4733  -0.005
48 H -10.6213 15.1471 -9.5007  0.014
49 C -10.1610 12.2399 -17.7322  0.003
50 C -8.9051 13.1075 -18.0109  -0.001
51 O -8.1969 12.9260 -18.9797  0.000
52 N -8.6464 14.2553 -17.0167  0.005
53 H -9.1568 15.0783 -17.3032  -0.002
54 H -9.0294 14.0146 -16.1137  0.000
55 C -7.1618 14.7024 -16.7782  0.001
56 H -10.3903 11.5635 -18.5556  0.000
57 H -11.0705 12.7983 -17.5105  -0.001
58 H -10.0120 11.7189 -16.7863  0.000
59 H -6.5016 13.9763 -16.3040  -0.001
60 H -7.3236 15.5770 -16.1481  0.000
61 H -6.7980 15.1939 -17.6806  0.000
62 C -6.0186 11.6839 -13.4361  -0.183
63 C -5.3929 10.4752 -12.8333  0.925
64 O -6.0360 9.4246 -12.6629  0.033
65 N -4.0411 10.7668 -12.0826  0.017
66 H -3.4055 11.3233 -12.6361  -0.011
67 H -4.1328 11.5531 -11.4553  -0.015
68 C -3.5368 9.5207 -11.2365  0.013
69 H -6.3996 12.0273 -12.4743  0.057
70 H -6.9174 11.4586 -14.0101  -0.001
71 H -5.4037 12.4715 -13.8715  -0.029
72 H -4.2403 9.0071 -10.5813  0.016
73 H -2.6983 9.8933 -10.6480  -0.014
74 H -3.2348 8.9262 -12.0988  0.001
75 C -13.0063 15.8845 -16.2841  0.001
76 C -14.3079 16.6232 -16.3393  0.000
77 O -14.7859 16.9702 -17.4055  0.000
78 N -15.0650 16.8357 -14.9427  0.000
79 H -14.8214 16.1665 -14.2265  0.000
80 H -14.6063 17.5883 -14.4494  0.000
81 C -16.5132 16.9509 -15.2433  0.000
82 H -13.1032 15.1640 -17.0962  0.000
83 H -12.6571 15.4027 -15.3709  0.001
84 H -12.3537 16.6882 -16.6250  0.000
85 H -16.6364 17.7033 -16.0223  0.000
86 H -16.8126 17.3371 -14.2690  0.000
87 H -16.8694 15.9332 -15.4028  0.000
88 C -11.9080 9.1772 -11.8781  -0.006
89 C -10.3293 9.0730 -11.9728  -0.022
90 O -9.6015 9.1605 -13.0327  0.004
91 N -9.6734 8.7788 -10.5292  0.006
92 H -9.3479 9.6418 -10.1178  0.015
93 H -10.3188 8.4447 -9.8278  0.004
94 C -8.4338 7.8426 -10.5614  0.062
95 H -12.2882 8.4297 -11.1817  -0.005
96 H -12.3098 9.2357 -12.8896  0.004
97 H -12.0127 10.0261 -11.2025  0.002
98 H -8.9639 6.8951 -10.6582  0.011
99 H -7.8787 7.8233 -9.6235  -0.039
100 H -7.9308 8.1603 -11.4747  -0.023
101 O -13.6134 13.7445 -14.1327  0.002
102 C -14.7809 13.1368 -14.0508  0.002
103 O -14.8403 11.9854 -14.4619  0.000
104 O -15.7513 13.8013 -13.6367  0.000
105 H -13.1447 12.9598 -14.4261  -0.001
106 O -10.3237 18.2335 -12.8036  0.000
107 C -10.4292 18.1881 -11.4372  0.002
108 O -9.7084 17.4395 -10.7629  -0.002
109 O -11.3785 18.8496 -10.8901  0.000
110 H -11.1048 18.7233 -13.0714  0.000